Record 1
# C49H122NO22Zn

A molecular structure, C49H122NO22Zn in a non-equilibrium geometry (the ωB97M-V functional and the def2-TZVPD basis, the Open Molecules 2025 dataset).

HOMO level, eV: -3.7
Net charge: -1
Lowest unoccupied orbital energy, eV: -2.1
Maximum force, Eh/bohr: 0.1194
Kohn-Sham gap, eV: 1.6

XYZ file:
```
195
C49H122NO22Zn, DFT the ωB97M-V functional and the def2-TZVPD basis
Zn -3.814 4.513 -5.028
C 1.728 0.945 -1.282
C 0.412 0.360 -0.845
C 0.636 -0.589 0.425
C 0.768 0.200 1.708
C -0.450 1.148 1.963
C -0.749 2.089 0.747
N -0.632 1.345 -0.547
O -1.137 2.064 -1.762
C 0.249 3.244 0.784
C -2.114 2.657 0.980
C -0.047 -0.646 -1.901
H 2.222 1.434 -0.443
H 1.557 1.738 -2.010
H 2.490 0.289 -1.703
H 1.461 -1.294 0.325
H -0.240 -1.230 0.522
H 1.706 0.749 1.780
H 0.836 -0.542 2.504
H -0.260 1.735 2.862
H -1.339 0.570 2.214
H 1.238 2.839 0.572
H 0.170 3.821 1.706
H -0.049 3.960 0.018
H -2.907 2.183 0.401
H -2.214 3.714 0.729
H -2.425 2.689 2.024
H 0.565 -1.538 -2.031
H -0.096 -0.143 -2.867
H -1.022 -1.016 -1.583
C -5.294 9.904 -1.182
C -5.292 8.658 -1.740
C -6.564 7.775 -1.770
O -6.600 6.596 -2.360
C -7.706 8.203 -1.236
C -7.861 9.495 -0.650
C -6.475 10.377 -0.491
O -6.616 11.460 0.138
O -8.890 9.994 -0.190
O -4.257 8.292 -2.390
H -4.457 10.584 -1.226
H -8.580 7.572 -1.287
C -7.048 -0.929 -0.674
C -6.319 -1.402 0.574
O -5.157 -2.122 0.148
H -7.380 -1.810 -1.223
H -6.352 -0.509 -1.401
H -7.904 -0.287 -0.466
H -7.000 -2.071 1.101
H -6.080 -0.597 1.268
H -4.460 -1.483 -0.017
C -5.600 -7.802 0.178
C -6.309 -7.329 -1.116
O -5.361 -6.512 -1.750
H -6.299 -8.436 0.723
H -5.313 -6.998 0.856
H -4.774 -8.456 -0.099
H -7.227 -6.776 -0.915
H -6.572 -8.191 -1.729
H -5.217 -5.672 -1.308
C 7.610 1.181 3.502
C 7.431 -0.326 3.266
O 8.701 -0.876 3.092
H 8.131 1.362 4.443
H 6.668 1.730 3.506
H 8.219 1.639 2.723
H 6.831 -0.463 2.367
H 6.924 -0.741 4.137
H 9.246 -0.419 3.738
C 3.039 -1.392 -9.605
C 3.580 -1.824 -10.964
O 3.229 -0.844 -11.916
H 3.565 -0.563 -9.131
H 3.074 -2.204 -8.879
H 1.988 -1.105 -9.617
H 3.173 -2.787 -11.271
H 4.664 -1.935 -10.963
H 3.736 -1.016 -12.713
C 4.211 6.815 6.583
C 4.737 6.681 8.009
O 5.680 7.681 8.396
H 3.421 6.114 6.316
H 4.990 6.602 5.851
H 3.763 7.772 6.315
H 5.120 5.667 8.121
H 3.942 6.867 8.731
H 5.294 8.547 8.247
C 1.109 0.997 8.908
C 1.703 0.282 10.139
O 0.784 0.286 11.179
H 1.847 1.055 8.108
H 0.660 1.953 9.181
H 0.337 0.300 8.584
H 2.570 0.875 10.428
H 2.092 -0.710 9.907
H 0.295 -0.540 11.160
C 4.608 -6.221 7.240
C 3.085 -6.441 7.274
O 2.739 -7.827 7.019
H 5.059 -6.463 6.278
H 5.081 -6.727 8.081
H 4.808 -5.152 7.321
H 2.552 -5.847 6.532
H 2.708 -6.133 8.250
H 2.892 -7.952 6.079
C -4.541 -0.039 -8.876
C -4.314 0.113 -7.400
O -5.104 1.234 -6.970
H -4.077 -0.966 -9.213
H -4.065 0.732 -9.481
H -5.596 -0.082 -9.150
H -3.295 0.429 -7.178
H -4.482 -0.820 -6.862
H -6.014 0.928 -6.954
C 1.138 -7.577 -8.321
C -0.119 -6.744 -8.557
O -1.177 -7.674 -8.560
H 1.942 -6.864 -8.145
H 1.276 -8.216 -9.194
H 1.078 -8.176 -7.412
H -0.014 -6.144 -9.461
H -0.289 -6.044 -7.739
H -1.325 -7.856 -7.629
C -3.671 -4.213 6.337
C -5.006 -4.918 6.308
O -5.543 -4.699 7.565
H -2.921 -4.758 6.911
H -3.705 -3.150 6.573
H -3.264 -4.297 5.330
H -4.849 -5.986 6.156
H -5.779 -4.539 5.641
H -6.314 -5.267 7.503
C -9.504 5.010 3.699
C -9.817 3.851 2.797
O -11.204 3.679 2.881
H -8.445 5.264 3.737
H -9.931 4.842 4.688
H -9.935 5.934 3.315
H -9.263 2.978 3.142
H -9.521 4.050 1.767
H -11.562 4.381 2.333
C 0.356 -7.667 1.421
C 1.628 -8.219 0.826
O 2.385 -8.619 1.898
H -0.269 -7.143 0.697
H 0.573 -6.950 2.213
H -0.277 -8.444 1.848
H 2.143 -7.396 0.329
H 1.415 -8.985 0.080
H 2.992 -9.282 1.561
C 6.593 6.696 -1.531
C 5.607 6.989 -2.634
O 5.683 8.288 -3.112
H 7.571 7.020 -1.889
H 6.646 5.631 -1.302
H 6.337 7.219 -0.610
H 4.580 6.841 -2.299
H 5.765 6.292 -3.457
H 4.827 8.513 -3.484
C 7.177 -6.353 -2.065
C 7.201 -5.521 -0.762
O 8.503 -5.410 -0.259
H 7.838 -5.951 -2.833
H 6.175 -6.439 -2.483
H 7.498 -7.377 -1.873
H 6.510 -5.874 0.003
H 6.762 -4.544 -0.965
H 8.543 -4.718 0.405
C 0.948 6.693 -7.948
C 0.708 5.500 -7.022
O -0.559 4.989 -7.401
H 1.900 7.165 -7.704
H 0.148 7.414 -7.776
H 0.955 6.484 -9.018
H 0.700 5.853 -5.990
H 1.438 4.696 -7.118
H -0.433 4.645 -8.289
C 9.027 -0.849 -6.828
C 9.916 -0.506 -8.014
O 10.255 -1.712 -8.666
H 8.382 -0.030 -6.509
H 9.620 -1.144 -5.963
H 8.309 -1.607 -7.142
H 10.846 -0.028 -7.707
H 9.409 0.109 -8.758
H 11.196 -1.895 -8.625
C -5.305 2.313 8.493
C -5.170 1.159 9.478
O -5.950 1.340 10.646
H -4.506 2.330 7.753
H -5.326 3.256 9.040
H -6.237 2.218 7.936
H -4.118 1.051 9.743
H -5.472 0.266 8.931
H -5.706 0.574 11.170
```

=====

Record 2
# C49H133Cl2N7O29Pd

A molecular structure, C49H133Cl2N7O29Pd in a non-equilibrium geometry (the ωB97M-V functional and the def2-TZVPD basis, the Open Molecules 2025 dataset).

Multiplicity: 3
HOMO level (alpha / beta), eV: -7.9 / -7.9
Lowest unoccupied orbital energy (alpha / beta), eV: 0.1 / -1.7
Maximum force, Eh/bohr: 0.0850
Kohn-Sham gap (alpha / beta), eV: 8.0 / 6.2

XYZ file:
```
221
C49H133Cl2N7O29Pd, DFT the ωB97M-V functional and the def2-TZVPD basis
Pd -27.146 -2.114 -1.059
Cl -30.088 -2.437 -3.267
O -31.367 -2.874 -2.697
O -28.997 -3.128 -2.490
O -30.016 -2.878 -4.652
O -29.980 -1.057 -3.156
Cl -28.853 -2.743 1.589
O -28.445 -1.668 0.642
O -27.771 -2.893 2.523
O -30.029 -2.212 2.194
O -29.118 -3.916 0.905
C -28.345 0.760 -1.008
O -27.278 -0.035 -1.540
H -28.313 1.763 -1.486
H -29.326 0.333 -1.150
H -28.155 0.906 0.084
H -26.838 0.389 -2.367
C -32.434 -2.796 0.628
O -33.288 -2.288 -0.406
H -32.738 -3.689 1.178
H -31.442 -2.863 0.258
H -32.445 -2.035 1.413
H -32.902 -2.570 -1.250
C -36.090 -1.692 1.374
O -35.508 -2.963 1.081
H -36.405 -1.624 2.404
H -35.355 -0.847 1.237
H -37.010 -1.418 0.782
H -34.813 -2.785 0.412
C -28.965 -8.172 -8.336
O -30.279 -7.884 -7.779
H -28.844 -7.444 -9.145
H -28.087 -8.122 -7.659
H -29.015 -9.216 -8.757
H -30.304 -7.051 -7.276
C -31.478 3.943 -4.667
O -30.696 4.491 -3.569
H -31.535 2.806 -4.548
H -32.513 4.263 -4.770
H -30.957 4.151 -5.625
H -30.424 5.379 -3.844
C -35.132 -5.922 -0.670
O -35.736 -5.996 0.654
H -34.066 -5.722 -0.536
H -35.249 -6.877 -1.110
H -35.498 -5.078 -1.339
H -35.799 -5.120 1.005
C -31.952 -3.478 -7.956
O -30.606 -3.016 -7.744
H -32.222 -4.506 -7.621
H -32.497 -2.735 -7.310
H -32.133 -3.483 -9.032
H -30.425 -2.945 -6.786
C -30.625 -11.451 -7.450
O -31.782 -11.925 -6.780
C -32.910 -11.084 -6.941
C -32.833 -9.874 -6.017
N -32.674 -10.343 -4.660
C -31.928 -9.464 -3.801
C -32.617 -8.195 -3.409
O -32.556 -7.353 -4.594
C -32.954 -6.022 -4.320
H -30.613 -10.360 -7.518
H -30.551 -11.865 -8.461
H -29.787 -11.731 -6.818
H -33.822 -11.756 -6.809
H -32.936 -10.744 -7.967
H -33.717 -9.285 -6.228
H -31.953 -9.278 -6.274
H -32.299 -11.265 -4.561
H -31.028 -9.196 -4.268
H -31.760 -9.950 -2.858
H -32.211 -7.692 -2.499
H -33.635 -8.349 -3.193
H -32.276 -5.554 -3.631
H -33.880 -6.027 -3.777
H -32.979 -5.417 -5.253
C -28.017 -10.448 0.570
O -27.671 -9.113 0.672
C -28.731 -8.318 1.211
C -28.263 -6.899 0.937
N -28.088 -6.540 -0.464
C -29.422 -6.446 -1.159
C -29.363 -6.515 -2.640
O -29.045 -7.836 -3.074
C -28.569 -7.847 -4.412
H -28.426 -10.880 1.521
H -27.146 -11.043 0.333
H -28.784 -10.511 -0.236
H -28.746 -8.503 2.270
H -29.662 -8.543 0.785
H -27.290 -6.827 1.455
H -29.046 -6.218 1.354
H -27.754 -7.454 -0.764
H -29.827 -5.482 -0.885
H -30.118 -7.248 -0.789
H -28.664 -5.735 -2.978
H -30.288 -6.208 -3.084
H -28.714 -8.920 -4.748
H -27.540 -7.658 -4.527
H -29.113 -7.128 -5.054
C -32.408 -7.071 1.151
O -32.544 -8.130 0.258
C -33.380 -9.125 0.780
C -33.289 -10.358 -0.112
N -34.007 -11.556 0.400
C -35.460 -11.554 0.445
C -35.940 -12.925 0.923
O -35.481 -13.878 0.022
C -36.092 -15.157 0.120
H -33.356 -6.600 1.363
H -31.730 -6.377 0.693
H -32.037 -7.368 2.125
H -34.405 -8.837 0.875
H -33.014 -9.443 1.794
H -32.221 -10.598 -0.303
H -33.655 -10.103 -1.123
H -33.595 -12.390 0.005
H -35.903 -11.369 -0.532
H -35.806 -10.748 1.120
H -36.988 -12.897 1.094
H -35.432 -13.100 1.887
H -36.182 -15.465 1.156
H -35.458 -15.852 -0.427
H -37.080 -15.133 -0.390
C -28.799 0.452 -6.492
O -27.807 1.088 -5.691
C -28.302 1.685 -4.557
C -27.114 2.396 -3.992
N -26.164 1.408 -3.461
C -24.939 1.973 -2.917
C -23.875 2.585 -3.800
O -24.184 4.007 -3.881
C -23.322 4.686 -4.761
H -29.500 1.271 -6.803
H -29.377 -0.271 -5.902
H -28.378 -0.046 -7.372
H -28.792 0.890 -3.935
H -29.065 2.464 -4.847
H -27.413 3.122 -3.274
H -26.666 2.987 -4.800
H -25.887 0.773 -4.221
H -24.447 1.237 -2.226
H -25.224 2.769 -2.217
H -23.876 2.174 -4.778
H -22.900 2.363 -3.367
H -23.442 4.257 -5.779
H -22.273 4.498 -4.546
H -23.581 5.754 -4.659
C -33.537 2.278 -1.839
O -34.517 1.448 -2.533
C -35.063 0.463 -1.627
C -36.013 -0.468 -2.502
N -35.450 -0.849 -3.810
C -34.031 -1.371 -3.839
C -33.588 -1.705 -5.227
O -33.482 -0.656 -6.190
C -32.616 0.383 -5.795
H -32.765 1.590 -1.477
H -33.964 2.878 -0.983
H -33.194 3.004 -2.556
H -35.632 0.949 -0.842
H -34.291 -0.073 -1.178
H -37.018 -0.064 -2.637
H -36.038 -1.388 -1.870
H -35.738 -0.175 -4.503
H -33.954 -2.304 -3.287
H -33.397 -0.654 -3.309
H -34.158 -2.502 -5.663
H -32.595 -2.206 -5.068
H -33.047 0.781 -4.867
H -32.540 1.066 -6.647
H -31.580 0.034 -5.584
C -26.529 -2.003 -4.238
O -26.036 -2.574 -2.998
C -26.234 -4.036 -3.094
C -25.636 -4.664 -1.915
N -26.307 -4.170 -0.672
C -25.486 -4.092 0.502
C -24.441 -2.940 0.362
O -25.091 -1.692 0.078
C -25.405 -0.949 1.264
H -27.331 -2.510 -4.652
H -25.685 -1.987 -4.987
H -26.825 -1.003 -4.114
H -25.702 -4.409 -4.009
H -27.287 -4.220 -3.333
H -24.501 -4.525 -1.849
H -25.782 -5.749 -1.869
H -27.063 -4.838 -0.540
H -24.787 -4.967 0.616
H -26.082 -3.961 1.431
H -23.758 -3.120 -0.480
H -23.859 -2.872 1.238
H -26.365 -0.467 1.228
H -24.573 -0.233 1.489
H -25.407 -1.713 2.072
C -27.976 -4.193 -7.480
O -26.691 -4.715 -7.114
C -25.561 -3.992 -7.707
C -25.255 -4.489 -9.170
N -24.511 -3.468 -9.865
C -23.942 -3.726 -11.192
C -24.815 -4.361 -12.238
O -24.702 -5.752 -12.149
C -25.471 -6.490 -13.106
H -28.063 -4.123 -8.522
H -28.026 -3.147 -7.150
H -28.700 -4.895 -7.006
H -24.806 -4.160 -6.968
H -25.723 -2.887 -7.685
H -26.188 -4.832 -9.627
H -24.685 -5.475 -9.135
H -25.114 -2.708 -9.974
H -22.962 -4.267 -11.173
H -23.475 -2.730 -11.424
H -24.506 -4.017 -13.249
H -25.865 -4.071 -12.078
H -26.434 -6.073 -13.085
H -25.450 -7.578 -12.906
H -25.031 -6.317 -14.128
```